[1]
Entry from OMol25: C16H19NOPRbSe2Te2 as an isolated structure (wB97M-V/def2-TZVPD).

```
! RIJCOSX wB97M-V def2-TZVPD def2/J DEFGRID3
* xyz -2 1
Rb -1.69985 1.93028 -1.53144
Se -2.15105 -1.72260 -4.74207
Te -3.97254 -0.51829 -3.51681
Te -3.69744 2.00027 -4.57312
Se -5.41227 3.15624 -3.15661
N 1.22259 2.17262 2.25750
C 0.10040 2.51414 1.36738
O 0.12037 2.03999 0.11557
C -1.18950 2.64188 2.16196
C -0.44365 3.89044 1.68850
H 1.22754 1.16030 2.35581
H 2.06655 2.37495 1.72691
H -1.17284 2.42704 3.22508
H -2.12063 2.39801 1.66404
H 0.05671 4.48058 2.44727
H -0.88567 4.45950 0.87958
C 1.06602 -1.51620 -2.59391
P 0.47348 -0.27096 -1.34778
C -0.82400 -1.27133 -0.50180
C -1.30581 -0.88130 0.75870
C -2.34792 -1.56768 1.36522
C -2.95081 -2.63815 0.71488
C -2.50555 -3.00872 -0.54513
C -1.45100 -2.33435 -1.14953
C 1.90649 -0.45090 -0.20405
C 1.99753 -1.36973 0.83851
C 3.14083 -1.43922 1.63057
C 4.21822 -0.59930 1.38533
C 4.14280 0.31798 0.34247
C 2.99448 0.39593 -0.43232
H 0.30485 -1.61831 -3.37582
H 1.29363 -2.49366 -2.15897
H 1.97202 -1.10935 -3.05071
H -0.85802 -0.02529 1.25826
H -2.70374 -1.24878 2.33877
H -3.78239 -3.15774 1.17695
H -2.99848 -3.80620 -1.08830
H -1.17412 -2.60787 -2.16053
H 1.16627 -2.03437 1.04094
H 3.18895 -2.15554 2.44490
H 5.10219 -0.64952 2.01039
H 4.97044 0.99103 0.14818
H 2.91493 1.14419 -1.21474
*
```

Computed properties:
LUMO level   3.89 eV

[2]
Entry from OMol25: C16H20As2BF5O6S2TeV as an isolated structure (wB97M-V/def2-TZVPD).

```
! RIJCOSX wB97M-V def2-TZVPD def2/J DEFGRID3
* xyz 1 1
V -0.20725 -0.35568 -1.58569
C 2.40642 -0.06109 1.20914
As 1.72308 0.55743 -0.50893
C 3.36805 0.61796 -1.53802
C 1.38516 2.46905 -0.18133
C 2.36798 3.30312 0.34388
C 2.10352 4.65008 0.53078
C 0.86234 5.17441 0.19402
C -0.12039 4.35224 -0.33189
C 0.13961 2.99801 -0.51404
As -1.21893 1.74817 -1.12428
C -2.40040 2.66079 -2.36774
C -2.35441 1.58378 0.44794
H 3.33382 0.46627 1.41908
H 2.59650 -1.12993 1.12550
H 1.68593 0.11216 2.00487
H 4.04380 1.33660 -1.08038
H 3.16515 0.91097 -2.56509
H 3.82473 -0.36939 -1.53570
H 3.33912 2.89910 0.60338
H 2.86888 5.29664 0.93815
H 0.65760 6.22558 0.34492
H -1.08922 4.75664 -0.59739
H -2.77604 3.57810 -1.92126
H -3.22181 1.97332 -2.56027
H -1.88439 2.86788 -3.30150
H -2.82581 2.53355 0.68593
H -1.75275 1.24233 1.28877
H -3.11281 0.83198 0.22520
F -2.84395 -1.94512 -1.63988
Te -1.19876 -2.37124 -2.63717
F -2.46803 -2.62420 -3.96932
F -1.86656 -0.23858 -3.02018
F -1.19510 -3.56521 -1.08907
F -0.52508 -3.98441 -3.34586
O -0.88034 -0.94219 -0.26958
O 0.03139 -1.71977 -4.42145
S 1.12643 -1.08743 -3.68102
O 0.59735 0.19981 -3.07683
O 2.36058 -0.87265 -4.34060
S 1.43463 -2.17790 -1.97034
O -2.02133 -1.77724 1.74310
B -0.98430 -1.71262 0.86401
O 0.14198 -2.37955 1.30242
C -0.24977 -2.96343 2.49342
C 0.46956 -3.77015 3.34634
C -0.18215 -4.17499 4.50525
C -1.49267 -3.79383 4.77984
C -2.21749 -2.99367 3.90522
C -1.56192 -2.58918 2.76490
H 1.47395 -4.09268 3.10900
H 0.34704 -4.80091 5.21054
H -1.96049 -4.14266 5.69000
H -3.24247 -2.71025 4.09919
*
```

Computed properties:
LUMO level (spin up / spin down)   -6.19 / -5.83 eV

[3]
Entry from OMol25: C16H20AsIN4O5ReS2 as an isolated structure (wB97M-V/def2-TZVPD).

```
! RIJCOSX wB97M-V def2-TZVPD def2/J DEFGRID3
* xyz 0 2
Re -1.13337 0.07293 -0.95246
N 1.50943 -2.25207 2.14504
C 0.77963 -1.17997 1.78494
S -0.65497 -0.83117 2.63234
N 1.31813 -0.39397 0.88354
N 0.69063 0.50763 0.17834
C 1.31483 1.64633 -0.10946
C 2.73313 1.83963 0.22154
C 3.62153 0.82413 -0.13546
C 4.98093 0.99513 0.03644
C 5.47453 2.18303 0.55324
C 4.59583 3.18203 0.93664
C 3.23033 3.00813 0.78974
C 0.56483 2.57253 -0.91156
C 1.05383 3.80923 -1.34506
C 0.25993 4.62013 -2.12366
C -1.02897 4.19343 -2.44786
C -1.45007 2.95253 -2.01746
N -0.67677 2.14293 -1.28916
H 1.28953 -2.74087 2.99404
H 2.39563 -2.40827 1.69374
H 3.23333 -0.08627 -0.56276
H 5.66033 0.20423 -0.24496
H 6.53923 2.33033 0.66164
H 4.97253 4.10453 1.35124
H 2.54913 3.76433 1.14734
H 2.06433 4.07583 -1.08476
H 0.63803 5.56013 -2.49236
H -1.67487 4.80043 -3.05976
H -2.41917 2.54403 -2.27766
I 0.50753 -0.49467 -2.93746
O -3.82967 -1.68007 -0.88156
S -3.66227 -0.23277 -0.73056
O -4.89067 0.46073 -0.51266
O -2.68117 0.07233 0.37704
O -2.93707 0.25323 -1.95386
C -1.22057 -4.15907 1.49734
As -2.36497 -2.97887 0.35854
C -3.69637 -2.54547 1.73364
C -2.86057 -4.32857 -0.96636
O -1.17457 -2.05297 -0.35756
H -1.75457 -5.09447 1.67544
H -0.99607 -3.69357 2.45714
H -0.28197 -4.36687 0.98094
H -4.18717 -3.49677 1.94574
H -4.41827 -1.81527 1.38084
H -3.19697 -2.17257 2.62714
H -3.34307 -5.18237 -0.49196
H -1.92557 -4.64177 -1.44416
H -3.51737 -3.89107 -1.71316
*
```

Computed properties:
LUMO level (spin up / spin down)   -2.71 / -2.17 eV
⟨S²⟩   0.7688

[4]
Entry from OMol25: C16H20B2F20O8Sn as an isolated structure (wB97M-V/def2-TZVPD).

```
! RIJCOSX wB97M-V def2-TZVPD def2/J DEFGRID3
* xyz 0 1
Sn 3.44206 3.04646 0.52505
B 5.76539 0.75537 0.19634
F 5.76438 -0.51300 -0.35320
F 4.55286 0.95660 0.99388
F 6.87147 0.91669 1.00274
F 5.64387 1.72678 -0.80103
B 1.66385 0.17504 -0.06248
F 0.78514 -0.57745 -0.83145
F 0.98671 1.31780 0.45415
F 2.21544 -0.57509 0.96759
F 2.72048 0.68875 -0.83830
C 0.27889 -0.67061 3.99972
C 0.84888 0.66153 3.55652
O -0.21991 1.62684 3.55072
C -0.01307 2.86565 3.23136
O 0.93865 3.26884 2.61310
C -1.23065 3.78691 3.45671
F -0.85871 4.78764 4.28367
F -1.57892 4.34453 2.30587
F -2.24369 3.17990 4.05426
H -0.60714 -0.88779 3.40504
H -0.04901 -0.60216 5.03814
H 1.07140 -1.40192 3.88885
H 1.23667 0.51420 2.55469
H 1.62468 1.07607 4.20238
C -1.66539 1.87270 -0.61027
C -0.90926 2.38320 -1.82715
O -0.95441 3.82273 -1.87110
C -0.25396 4.53267 -1.02832
O 0.42782 4.15302 -0.11382
C -0.54056 6.03162 -1.26656
F 0.58827 6.73493 -1.40553
F -1.27580 6.28372 -2.34390
F -1.19229 6.47817 -0.18841
H -2.74218 2.04337 -0.57407
H -1.23034 2.19975 0.32668
H -1.56270 0.78802 -0.71009
H -1.29038 1.95845 -2.75199
H 0.11759 2.01854 -1.76491
C -2.02005 -2.50048 -2.71511
C -3.33077 -2.12801 -3.41990
O -3.06902 -1.33131 -4.56884
C -2.85496 -1.91165 -5.72550
O -2.96443 -3.07834 -5.95342
C -2.48828 -0.96197 -6.89124
F -2.55467 0.31478 -6.46693
F -1.22752 -1.13615 -7.29490
F -3.31756 -1.14254 -7.90335
H -1.51154 -1.60978 -2.34618
H -1.42667 -3.22615 -3.25932
H -2.39360 -2.91320 -1.77016
H -3.96206 -1.66032 -2.66746
H -3.85587 -3.03663 -3.71780
C -1.50142 -3.87538 1.38639
C -0.01017 -3.86379 1.05938
O 0.69259 -4.08297 2.28240
C 1.99956 -3.90108 2.25000
O 2.66428 -3.51084 1.34733
C 2.69119 -4.17764 3.61969
F 1.95501 -5.08143 4.29953
F 3.89598 -4.68055 3.44822
F 2.72067 -3.05987 4.35634
H -1.78503 -3.09513 2.09489
H -1.78009 -4.81890 1.85643
H -2.07938 -3.72012 0.47642
H 0.24456 -2.90388 0.61059
H 0.14315 -4.67517 0.34765
*
```

Computed properties:
LUMO level   -3.80 eV

Number 1: DFT total energy -175663.0902 eV. Number 2: DFT total energy -219788.8323 eV. Number 3: DFT total energy -125853.4099 eV. Number 4: DFT total energy -94841.9708 eV.